Here is C2H2INO2S in the gas phase in a non-equilibrium geometry from OMol25. Energies are from ωB97M-V/def2-TZVPD.

Computed properties:
max |F|: 6.702 eV/A
LUMO level: -0.056 hartree
highest occupied orbital energy: -10.74 eV
SMILES: N#CCS(=O)(=O)I
HOMO-LUMO gap: 0.339 Eh
energy: -26624.520 eV
energy relative to the best compared isomer or geometry (same formula, charge and spin): 25.01 kcal/mol

XYZ file:
```
9
Properties=species:S:1:pos:R:3:mulliken_charge:R:1
I -2.038 -2.203 0.585 0.015
S -0.813 -0.097 0.566 0.830
O -0.136 0.133 1.814 -0.497
O -1.754 0.866 0.077 -0.503
N 1.738 2.035 0.197 -0.300
C 1.238 1.134 -0.265 0.187
C 0.472 -0.348 -0.689 -0.559
H 0.335 -0.297 -1.714 0.376
H 0.958 -1.223 -0.572 0.452
```

---

Here is C3H8N4 in the gas phase in a non-equilibrium geometry from OMol25. Energies are from ωB97M-V/def2-TZVPD.

Computed properties:
max |F|: 4.473 eV/A
LUMO level (alpha / beta): 0.020 / 0.020 hartree
highest occupied orbital energy (alpha / beta): -7.59 / -7.59 eV
HOMO-LUMO gap (alpha / beta): 0.299 / 0.299 Eh
energy: -9196.043 eV
energy relative to the best compared isomer or geometry (same formula, charge and spin): 128.92 kcal/mol

XYZ file:
```
15
Properties=species:S:1:pos:R:3:mulliken_charge:R:1
N -1.101 0.585 0.581 -0.349
N 1.934 -2.075 -0.436 -0.730
N -0.366 -1.571 -0.315 -0.727
N 0.858 -1.170 -0.309 0.825
C 1.177 0.111 0.018 -0.318
C -2.111 1.653 0.601 -0.835
C 0.145 1.042 0.292 0.059
H 2.028 -2.626 -1.287 0.255
H 2.187 0.265 0.024 0.276
H -3.087 1.169 1.019 0.245
H -1.790 2.446 1.169 0.370
H -0.545 -2.375 -0.787 0.167
H -2.500 1.985 -0.406 0.263
H 2.822 -1.612 -0.325 0.251
H 0.348 2.173 0.161 0.248
```

---

Here is C7H13N in the gas phase in a non-equilibrium geometry from OMol25. Energies are from ωB97M-V/def2-TZVPD.

Computed properties:
max |F|: 2.350 eV/A
LUMO level: 0.041 hartree
highest occupied orbital energy: -8.58 eV
SMILES: C=C(/C=C/C)CCN
HOMO-LUMO gap: 0.357 Eh
energy: -8957.440 eV
energy relative to the best compared isomer or geometry (same formula, charge and spin): 57.50 kcal/mol

XYZ file:
```
21
Properties=species:S:1:pos:R:3:mulliken_charge:R:1
N -3.181 -0.463 0.126 -0.517
C 0.747 0.672 0.289 -0.242
C 0.418 -0.531 -0.506 0.259
C 1.291 -1.536 -0.530 -0.896
C -2.008 -1.308 -0.178 -0.673
C 2.366 2.178 1.458 -1.181
C 1.788 1.505 0.225 -0.165
C -0.952 -0.660 -1.117 -0.848
H -1.484 -1.558 0.744 0.481
H -0.004 0.882 1.052 0.254
H -2.454 -2.166 -0.693 0.266
H 3.467 2.210 1.338 0.321
H -3.105 0.000 1.004 0.210
H 2.116 3.235 1.466 0.310
H -0.924 -1.135 -2.112 0.432
H 2.416 1.692 -0.638 0.395
H -3.521 -0.101 -0.743 0.204
H -1.271 0.339 -1.461 0.428
H 1.045 -2.497 -0.984 0.268
H 2.308 -1.640 -0.167 0.350
H 2.255 1.741 2.443 0.345
```

---

Here is C4H8ClN in the gas phase in a non-equilibrium geometry from OMol25. Energies are from ωB97M-V/def2-TZVPD.

Computed properties:
max |F|: 1.596 eV/A
LUMO level: 0.035 hartree
highest occupied orbital energy: -9.22 eV
SMILES: C[C@@]1(CCl)CN1
HOMO-LUMO gap: 0.374 Eh
energy: -18289.164 eV
energy relative to the best compared isomer or geometry (same formula, charge and spin): 14.01 kcal/mol

XYZ file:
```
14
Properties=species:S:1:pos:R:3:mulliken_charge:R:1
Cl -1.395 1.371 -0.357 -0.197
N 0.288 -0.486 1.438 -0.637
C 1.996 -1.054 -0.363 -1.322
C 0.633 -0.545 -0.004 0.882
C 0.191 0.686 -0.761 -0.594
C -0.435 -1.400 0.569 -0.520
H 2.726 -0.250 -0.461 0.359
H 0.184 0.510 -1.840 0.329
H 1.061 -0.805 1.999 0.250
H -1.449 -1.102 0.300 0.208
H 1.919 -1.717 -1.237 0.298
H -0.281 -2.473 0.684 0.291
H 0.929 1.487 -0.560 0.286
H 2.300 -1.679 0.476 0.367
```

---

Here is C4H3EuLiO2 as an isolated structure in a non-equilibrium geometry from OMol25. Energies are from ωB97M-V/def2-TZVPD.

Computed properties:
max |F|: 3.005 eV/A
LUMO level (alpha / beta): -0.146 / -0.156 hartree
net charge: +1
highest occupied orbital energy (alpha / beta): -9.56 / -11.70 eV
HOMO-LUMO gap (alpha / beta): 0.205 / 0.274 Eh
2S+1: 9
energy: -27815.463 eV
energy relative to the best compared isomer or geometry (same formula, charge and spin): 9.96 kcal/mol
<S²>: 20.008

XYZ file:
```
11
Properties=species:S:1:pos:R:3:mulliken_charge:R:1
Eu 3.190 0.617 2.100 0.758
O -1.967 1.926 -0.196 -0.592
O 1.409 0.518 0.264 -0.766
C 0.737 -0.651 -0.129 -0.284
C -1.582 0.776 -0.094 0.403
C -1.998 -0.632 -0.171 -0.470
C -0.698 -0.316 -0.338 0.189
Li 1.733 1.769 -1.013 0.845
H 1.083 -1.129 -1.063 0.277
H -2.703 -1.445 -0.010 0.347
H 0.796 -1.432 0.650 0.293
```